87
Properties=species:S:1:pos:R:3:mulliken_charge:R:1 method="wB97M-V/def2-TZVPD" orbital_gap_ev=9.0 smiles="C[C@H](Br)C[C@]1(CCF)OC(=O)O[C@@H]1N=C=S.CCOS(C)(=O)=O.CCOS(C)(=O)=O.CCOS(C)(=O)=O.CCOS(C)(=O)=O" homo_ev=-9.98
C 0.91504 -6.59712 2.56653 -0.7682
C 1.92018 -7.81969 3.09452 -0.1297
Br 0.94297 -9.21399 4.17933 -0.1853
C 3.30967 -7.28319 3.77526 -0.9000
C 3.13071 -6.36020 5.11601 1.2421
C 2.50814 -7.03653 6.49535 -0.7720
C 0.94234 -6.65851 6.78753 -0.3966
F 0.17520 -6.17658 5.61758 -0.2700
O 2.78054 -4.92303 4.86028 -0.3027
C 3.97430 -4.01632 4.84480 0.4338
O 4.26908 -3.00673 4.01862 -0.4520
O 4.76512 -4.59562 5.97679 -0.3614
C 4.69353 -6.05369 5.62901 -0.4255
N 5.82350 -6.21924 4.63918 -0.5135
C 7.05264 -6.01572 5.24077 0.2960
S 8.49013 -5.44628 6.01174 -0.1331
H 1.34130 -5.52701 2.76910 0.1642
H -0.19016 -6.75652 2.98152 0.2772
H 0.80611 -6.68666 1.38312 0.2692
H 2.24299 -8.38434 2.09268 0.4455
H 3.82587 -6.58324 2.95701 0.3045
H 4.03311 -8.19181 3.95596 0.3681
H 2.63088 -8.21757 6.40246 0.3472
H 3.11452 -6.73302 7.47375 0.3883
H 0.89675 -5.94189 7.71575 0.3049
H 0.41486 -7.67149 7.13536 0.2627
H 5.08600 -6.71131 6.54434 0.4878
C 3.29582 -1.95853 1.71018 -0.8177
C 3.13913 -1.24256 0.38181 -0.4939
O 2.47251 -2.05806 -0.57000 -0.2912
S 0.85136 -2.19665 -0.48288 1.0969
C 0.60599 -2.92621 -2.08273 -0.9925
O 0.26404 -0.87399 -0.48465 -0.6188
O 0.52267 -3.18242 0.52521 -0.5618
H 2.32530 -2.10588 2.19351 0.2893
H 3.92794 -1.37935 2.38941 0.4265
H 3.73960 -2.94897 1.56768 0.2387
H 2.62243 -0.28495 0.50662 0.2929
H 4.13194 -1.02271 -0.02471 0.3036
H 0.91205 -2.21070 -2.84816 0.3223
H -0.45593 -3.15810 -2.18969 0.3810
H 1.19569 -3.84261 -2.14820 0.3593
C -6.34410 -0.26939 -1.51038 -0.9779
C -5.74887 1.01591 -0.96683 -0.3293
O -4.49058 0.78381 -0.35185 -0.3030
S -3.17716 0.60683 -1.29976 1.2589
C -1.95750 0.77822 -0.02109 -1.0703
O -3.07834 1.74628 -2.18649 -0.6340
O -3.13809 -0.75473 -1.79033 -0.6294
H -5.75788 -0.64770 -2.35327 0.2788
H -7.36839 -0.10487 -1.85701 0.3901
H -6.34844 -1.05031 -0.74334 0.2558
H -5.66687 1.77674 -1.75040 0.2850
H -6.41294 1.41848 -0.19468 0.2841
H -2.02363 1.78399 0.39790 0.3998
H -0.97353 0.62274 -0.46889 0.4558
H -2.14074 0.02379 0.74643 0.3705
C -1.38978 3.46694 -3.53269 -0.9463
C -0.79455 4.75224 -2.98913 -0.3185
O 0.46375 4.52013 -2.37415 -0.2476
S 1.77716 4.34316 -3.32207 1.2242
C 2.99683 4.51454 -2.04340 -0.9172
O 1.87598 5.48260 -4.20879 -0.6429
O 1.81624 2.98159 -3.81264 -0.6004
H -0.80355 3.08862 -4.37557 0.3514
H -2.41406 3.63146 -3.87932 0.3586
H -1.39411 2.68601 -2.76564 0.2485
H -0.71254 5.51306 -3.77270 0.3246
H -1.45862 5.15481 -2.21699 0.2378
H 2.93070 5.52032 -1.62441 0.3092
H 3.98079 4.35907 -2.49120 0.3706
H 2.81359 3.76011 -1.27588 0.2897
C -2.95368 8.72763 -6.77548 -0.9874
C -2.49310 9.46638 -5.53296 -0.2955
O -3.56355 9.66330 -4.62152 -0.2730
S -4.02697 8.41829 -3.67806 1.2156
C -5.02195 9.35728 -2.54658 -0.9615
O -2.87362 7.91120 -2.96598 -0.5928
O -4.89844 7.55321 -4.44501 -0.6129
H -3.22904 7.69542 -6.53894 0.2858
H -2.15942 8.70247 -7.52707 0.3848
H -3.83792 9.20719 -7.20717 0.2713
H -1.65862 8.94689 -5.04990 0.3015
H -2.13154 10.45910 -5.82112 0.2630
H -4.38017 10.05763 -2.00886 0.3121
H -5.48627 8.66035 -1.84546 0.3656
H -5.79237 9.88821 -3.10910 0.3306